1.
Entry from the Open Molecules 2025 dataset: a 2-piece molecular cluster, C9H16N3O overall (the ωB97M-V functional and the def2-TZVPD basis).

As for the net charge: +1. The calculation puts the molecular weight at 182.25 g/mol.

Geometry as XYZ:
```
29
C9H16N3O (the ωB97M-V functional and the def2-TZVPD basis)
H -1.0688 0.7823 2.0564
H -0.3506 -4.8741 -1.0384
O -0.5817 0.5405 1.2582
H -1.8787 -3.7496 1.6976
H 3.0801 4.4539 0.6028
H 2.2553 4.2554 -0.9466
C -1.6624 -2.9177 1.0128
H -1.7250 -1.5364 2.6272
H -0.4728 -0.1284 -1.2449
C -0.9799 -2.2072 -1.1382
C -1.0240 -0.6761 0.7511
H 2.6690 2.8763 2.3155
C 1.7550 3.0510 0.5461
H 0.3092 1.6664 0.0797
H -0.8502 -2.2397 -2.2123
C -0.6936 -0.9263 -0.5515
H 1.6446 2.1425 -2.1899
H 0.0711 1.8560 -2.0549
H -1.8324 -5.3804 -0.1551
N 0.8683 2.4684 -0.2398
C -1.3676 -3.2462 -0.3201
N 2.6589 3.8694 -0.1044
C 0.7860 2.5972 -1.6885
C -1.4044 -4.6471 -0.8443
N 1.8151 2.6861 1.8255
H 0.4797 3.5925 -2.0065
H 1.0594 2.1180 2.1629
C -1.5900 -1.6829 1.5592
H -1.9694 -4.7439 -1.7596
```

---

2.
Entry from the Open Molecules 2025 dataset: an isolated ion of composition C9H16N3O and charge +1 (the ωB97M-V functional and the def2-TZVPD basis).

As for the net charge: +1. The calculation puts the molecular weight at 182.25 g/mol.

Geometry as XYZ:
```
29
C9H16N3O (the ωB97M-V functional and the def2-TZVPD basis)
C 4.0503 -0.1108 -0.2878
C -0.6438 1.5221 0.1944
H -2.6374 -0.8121 0.8193
N 1.4426 0.0916 0.1886
H 3.9342 1.9606 -1.1846
H -0.3254 0.1996 -1.9099
H 0.4458 -0.9453 2.3235
C 2.1100 -1.1505 0.4444
H -2.6603 -0.4445 -0.9539
C -2.2123 -1.1203 -0.1969
C -0.0074 0.1611 0.5410
N 3.4593 -1.1358 0.3209
C -0.1469 -0.0866 2.0296
H 0.3236 0.6868 2.5062
H 1.4789 2.0035 -0.5082
N -0.7434 -1.0910 -0.2496
O 1.3967 -2.1759 0.6695
H -1.1741 -0.0587 2.3938
H 0.9131 -1.1553 -1.6245
H 5.0581 -0.2452 -0.5986
H -1.6611 1.6473 0.5564
H -0.6422 1.6720 -0.8228
C -0.1382 -0.9185 -1.6990
H -0.5314 -1.8624 -2.2640
C 2.0043 1.1132 -0.4980
H -2.5112 -2.2410 -0.3418
C 3.3839 1.0469 -0.7237
H -0.1226 2.4412 0.6211
H -0.4046 -2.0294 0.1680
```

---

3.
Entry from the Open Molecules 2025 dataset: a 2-piece molecular cluster, C9H16N3O overall (the ωB97M-V functional and the def2-TZVPD basis).

As for the net charge: +1. The calculation puts the molecular weight at 182.25 g/mol.

Geometry as XYZ:
```
29
C9H16N3O (the ωB97M-V functional and the def2-TZVPD basis)
C 1.9007 -0.6642 -1.9568
H -4.5107 1.5014 2.6688
C -2.9713 -0.5006 1.5894
H 0.0163 -0.4775 -2.7384
H 0.0808 -2.8932 1.1113
H 3.7146 -1.3167 -1.2415
C -0.2382 0.2225 1.4443
C -1.2542 1.1730 1.6597
N 2.7050 -1.5022 -1.1342
C -1.9883 -1.4736 1.6343
H -2.3542 -2.4762 1.7214
H -4.0260 -0.8383 1.5951
N 0.5711 -0.9263 -1.9740
C -2.6028 0.8574 1.7172
C -3.6815 1.8619 1.9310
H -0.8781 2.2703 1.7861
H 2.3543 -1.6500 -0.2212
C -0.6505 -1.0929 1.4753
H 0.2055 -1.5054 -1.2890
H 0.9227 0.4171 1.4814
N 2.4174 0.2924 -2.8671
H -3.3853 2.5333 2.8615
H 1.9337 0.4202 -3.8088
O 0.2281 -1.9870 0.8377
H -3.7195 2.3798 0.9534
C 3.5555 1.1069 -2.3689
H 3.9155 1.8556 -3.1213
H 4.5287 0.5997 -2.1591
H 3.2108 1.8125 -1.5876
```

---

Energy relative to the most stable one, in kcal/mol: 1 0.0; 2 56.5; 3 45.1

---

1.
Entry from the Open Molecules 2025 dataset: a 2-piece molecular cluster, C3H7NO3S overall (the ωB97M-V functional and the def2-TZVPD basis).

The calculation puts the molecular weight at 137.16 g/mol.

Geometry as XYZ:
```
15
C3H7NO3S (the ωB97M-V functional and the def2-TZVPD basis)
H 1.6472 1.8604 -0.5509
O 2.9400 -1.1614 -0.3880
C -1.7734 -0.2635 -0.1247
H -0.1800 0.6509 -1.3387
H 2.2714 -0.0192 1.8643
S 1.7346 -0.4184 -0.2649
H -1.1102 -2.0494 -0.9376
C -1.8234 -1.6345 -0.3319
O 2.2851 1.1737 -0.6987
H -2.6504 -2.1087 0.0648
O 1.4701 -0.3917 1.3606
H -1.1299 1.7821 1.0510
C -0.7675 0.7255 -0.4890
H -2.5517 0.2167 0.4545
N -0.3619 1.6376 0.3291
```

---

2.
Entry from the Open Molecules 2025 dataset: a 2-piece molecular cluster, C3H7NO3S overall (the ωB97M-V functional and the def2-TZVPD basis).

The calculation puts the molecular weight at 137.16 g/mol.

Geometry as XYZ:
```
15
C3H7NO3S (the ωB97M-V functional and the def2-TZVPD basis)
H 0.4052 -2.0804 0.5054
C 1.1751 0.7614 -0.4713
H 3.2601 0.6978 0.2939
H 1.2393 1.1548 -1.4981
O -4.0042 1.1815 0.7673
H 1.2359 1.6554 0.2252
C 2.6564 0.0393 -0.3258
H -1.6073 -0.8095 -0.1690
H 3.0695 0.0818 -1.2771
N 0.2655 -0.2502 -0.1273
S -3.9128 -0.1251 -0.2039
O 2.2539 -1.2395 0.1764
C 0.9438 -1.2026 0.3011
O -2.5481 -0.8880 0.2756
H -4.4321 1.0233 1.5275
```

---

Energy relative to the most stable one, in kcal/mol: 1 1.2; 2 0.0

---

1.
Entry from the Open Molecules 2025 dataset: an isolated molecule of C3H7NO3S (the ωB97M-V functional and the def2-TZVPD basis).

The calculation puts the molecular weight at 137.16 g/mol.

Geometry as XYZ:
```
15
C3H7NO3S (the ωB97M-V functional and the def2-TZVPD basis)
H 1.8600 -0.1543 -0.9995
S 0.3128 -1.9293 1.5981
H 2.1530 -0.1179 0.7037
H -1.3259 0.0539 1.6825
C -0.2285 0.1223 1.4095
H -0.4617 -0.5676 -1.4876
C 1.4079 -0.3921 -0.0874
O -0.6143 -3.0124 1.5171
H -1.7669 0.3136 -0.5553
O 1.0396 -1.7145 0.0518
N 0.1362 0.3908 0.1404
H 0.3609 0.5732 2.2159
O 1.3606 -2.0747 2.5792
H -0.6687 1.3247 -1.6866
C -0.8206 0.3506 -0.9843
```

---

2.
Entry from the Open Molecules 2025 dataset: a 2-piece molecular cluster, C3H7NO3S overall (the ωB97M-V functional and the def2-TZVPD basis).

The calculation puts the molecular weight at 137.16 g/mol.

Geometry as XYZ:
```
15
C3H7NO3S (the ωB97M-V functional and the def2-TZVPD basis)
H -2.1563 -2.3286 -1.7446
C -1.6394 -1.4313 -1.4240
H 2.8594 1.6745 0.2650
O -0.2227 1.3830 0.2642
O 0.2748 -0.4680 1.5296
N -2.2530 -0.7662 -0.2414
C 2.3232 1.0428 1.0559
S 0.7774 0.3969 0.3433
O 1.0143 -0.4566 -0.7630
H -2.3078 0.8725 -1.8064
H 1.8475 1.5943 1.7951
H -0.5849 -1.4560 -1.4153
H -0.4067 -0.0348 2.1381
H 2.7987 0.0658 1.3266
C -2.3244 -0.0884 -1.3231
```

---

Energy relative to the most stable one, in kcal/mol: 1 0.0; 2 28.0